{
  "formula": "C45H58N2O4P2S4Sr",
  "method": "wB97M-V/def2-TZVPD",
  "species": ["Sr", "C", "N", "C", "C", "N", "C", "C", "C", "C", "C", "C", "C", "S", "C", "C", "C", "C", "C", "C", "S", "H", "H", "H", "H", "H", "H", "H", "H", "H", "H", "H", "H", "H", "H", "H", "H", "H", "H", "C", "C", "C", "C", "C", "C", "C", "C", "C", "H", "H", "H", "H", "H", "H", "H", "H", "H", "H", "H", "H", "C", "C", "C", "C", "O", "P", "O", "O", "O", "C", "C", "C", "C", "H", "H", "H", "H", "H", "H", "H", "H", "H", "H", "H", "H", "H", "H", "H", "H", "H", "H", "S", "P", "S", "C", "C", "C", "C", "C", "C", "C", "C", "C", "C", "C", "C", "H", "H", "H", "H", "H", "H", "H", "H", "H", "H"],
  "xyz": [[-1.17, 0.10, -0.09], [1.94, -2.27, -0.22], [0.77, -3.13, -0.17], [-0.14, -3.25, -1.31], [0.11, -2.35, -2.52], [-0.01, -0.90, -2.23], [-1.47, -0.67, -2.48], [0.97, -0.08, -2.91], [1.23, -0.36, -4.25], [2.24, 0.26, -4.96], [3.02, 1.20, -4.29], [2.76, 1.50, -2.98], [1.73, 0.90, -2.23], [1.52, 1.46, -0.56], [0.20, -3.52, 1.07], [-0.25, -4.84, 1.13], [-0.83, -5.39, 2.26], [-0.94, -4.60, 3.39], [-0.50, -3.29, 3.35], [0.04, -2.69, 2.20], [0.41, -0.96, 2.32], [2.67, -2.64, 0.51], [1.77, -1.22, -0.01], [2.40, -2.36, -1.21], [-1.16, -3.10, -0.95], [-0.12, -4.27, -1.72], [-0.62, -2.66, -3.28], [1.09, -2.52, -2.96], [-1.79, -0.99, -3.47], [-1.88, 0.32, -2.31], [-1.81, -1.36, -1.71], [0.58, -1.07, -4.76], [2.39, 0.04, -6.00], [3.82, 1.71, -4.82], [3.36, 2.25, -2.47], [-0.12, -5.45, 0.24], [-1.17, -6.42, 2.25], [-1.37, -5.00, 4.31], [-0.61, -2.67, 4.23], [-0.79, 3.98, 1.05], [-0.34, 3.20, 2.26], [-1.25, 2.50, 3.03], [-0.84, 1.74, 4.13], [-1.83, 0.88, 4.87], [0.51, 1.67, 4.42], [1.45, 2.31, 3.62], [2.92, 2.02, 3.80], [1.02, 3.10, 2.56], [-0.24, 4.91, 0.94], [-1.86, 4.20, 1.10], [-0.58, 3.40, 0.15], [-2.30, 2.51, 2.76], [-2.10, 0.03, 4.25], [-2.74, 1.43, 5.12], [-1.40, 0.50, 5.79], [0.85, 1.04, 5.23], [3.16, 1.09, 3.28], [3.18, 1.90, 4.85], [3.54, 2.81, 3.37], [1.75, 3.57, 1.91], [-5.04, -3.81, -1.03], [-5.66, -3.07, 0.16], [-5.11, -3.64, 1.46], [-7.18, -3.19, 0.10], [-5.40, -1.65, 0.15], [-4.08, -0.98, -0.47], [-3.91, 0.46, -0.09], [-2.94, -1.79, 0.12], [-4.30, -1.08, -2.05], [-5.03, -0.16, -2.91], [-6.51, -0.43, -2.66], [-4.66, -0.57, -4.33], [-4.72, 1.31, -2.67], [-4.99, -4.88, -0.80], [-4.02, -3.47, -1.21], [-5.63, -3.68, -1.94], [-5.44, -4.67, 1.60], [-5.48, -3.04, 2.30], [-4.02, -3.60, 1.46], [-7.47, -4.24, 0.11], [-7.56, -2.72, -0.80], [-7.62, -2.70, 0.97], [-6.75, -1.47, -2.90], [-7.12, 0.22, -3.30], [-6.77, -0.23, -1.62], [-4.94, -1.61, -4.51], [-3.59, -0.44, -4.51], [-5.18, 0.07, -5.04], [-5.25, 1.70, -1.81], [-5.00, 1.87, -3.56], [-3.65, 1.48, -2.53], [-2.48, 3.82, -7.37], [-1.54, 3.56, -5.64], [-1.44, 1.77, -4.80], [-2.23, 4.75, -4.42], [-2.27, 4.45, -3.06], [-2.74, 5.38, -2.14], [-3.17, 6.63, -2.58], [-3.13, 6.94, -3.93], [-2.67, 6.00, -4.84], [0.17, 4.22, -5.77], [0.68, 4.71, -6.96], [1.97, 5.23, -7.02], [2.76, 5.26, -5.88], [2.26, 4.76, -4.69], [0.98, 4.23, -4.63], [-1.93, 3.47, -2.74], [-2.76, 5.14, -1.09], [-3.54, 7.36, -1.86], [-3.48, 7.91, -4.28], [-2.66, 6.22, -5.90], [0.04, 4.69, -7.84], [2.35, 5.61, -7.96], [3.76, 5.67, -5.93], [2.88, 4.76, -3.80], [0.61, 3.80, -3.70]],
  "e_above_lowest_ev": 2.778,
  "e_tot_ev": -121541.90941,
  "homo_ev": -2.19,
  "total_charge": -2,
  "spin_multiplicity": 1,
  "mol_weight_g_mol": 968.805
}

{
  "formula": "C45H59N5O2S3Sn",
  "method": "wB97M-V/def2-TZVPD",
  "species": ["Sn", "C", "C", "S", "C", "C", "S", "H", "H", "H", "H", "H", "H", "N", "C", "C", "C", "O", "O", "H", "H", "H", "H", "H", "H", "C", "C", "C", "C", "C", "C", "C", "C", "C", "C", "C", "C", "N", "C", "C", "C", "C", "C", "C", "C", "N", "C", "C", "C", "C", "C", "C", "C", "C", "C", "C", "C", "C", "H", "H", "H", "H", "H", "H", "H", "H", "H", "H", "H", "H", "H", "H", "H", "H", "H", "H", "H", "H", "H", "H", "H", "H", "H", "H", "H", "H", "H", "H", "H", "H", "H", "H", "H", "H", "H", "H", "H", "N", "C", "S", "N", "C", "C", "C", "C", "C", "C", "H", "H", "H", "H", "H", "H", "H", "H"],
  "xyz": [[0.15, -0.32, -0.56], [-5.96, 1.13, -0.13], [-4.56, 0.93, -0.65], [-3.37, 1.97, -0.36], [-4.31, -0.34, -1.39], [-5.06, -1.55, -0.92], [-3.32, -0.38, -2.66], [-6.06, 2.12, 0.31], [-6.20, 0.38, 0.62], [-6.69, 1.02, -0.94], [-6.13, -1.43, -1.12], [-4.95, -1.69, 0.16], [-4.71, -2.44, -1.44], [2.43, -0.01, -0.14], [3.45, -1.08, -0.23], [3.07, -2.32, 0.57], [1.90, -3.02, -0.10], [2.06, -4.10, -0.66], [0.79, -2.38, -0.11], [2.68, 0.76, -0.76], [2.42, 0.38, 0.80], [4.41, -0.69, 0.12], [3.55, -1.34, -1.28], [2.80, -2.06, 1.59], [3.92, -3.00, 0.59], [-2.96, -1.18, 2.00], [-2.07, -2.41, 2.11], [-2.06, -3.17, 0.78], [-0.68, -2.21, 2.74], [-0.25, -3.26, 3.55], [0.92, -3.18, 4.29], [1.66, -2.01, 4.27], [1.29, -0.94, 3.46], [2.09, 0.35, 3.52], [3.60, 0.14, 3.51], [1.70, 1.15, 4.77], [0.14, -1.07, 2.65], [-0.14, 0.00, 1.74], [-0.69, 1.05, 2.26], [-0.90, 2.35, 1.71], [-1.69, 3.21, 2.51], [-1.87, 4.53, 2.21], [-1.19, 5.05, 1.09], [-0.40, 4.26, 0.30], [-0.24, 2.86, 0.53], [0.49, 2.07, -0.26], [1.36, 2.70, -1.19], [2.60, 3.21, -0.73], [3.48, 3.78, -1.64], [3.17, 3.85, -2.99], [1.96, 3.36, -3.43], [1.04, 2.79, -2.56], [-0.32, 2.35, -3.10], [-1.32, 3.51, -3.07], [-0.23, 1.78, -4.51], [2.97, 3.21, 0.74], [2.87, 4.62, 1.34], [4.38, 2.66, 0.99], [-3.99, -1.50, 1.84], [-2.68, -0.54, 1.16], [-2.94, -0.57, 2.91], [-2.56, -3.07, 2.83], [-1.69, -2.55, -0.04], [-3.07, -3.49, 0.54], [-1.42, -4.05, 0.81], [-0.86, -4.15, 3.61], [1.23, -4.01, 4.90], [2.54, -1.93, 4.89], [1.83, 0.97, 2.66], [3.94, -0.37, 4.41], [4.11, 1.10, 3.46], [3.93, -0.46, 2.65], [1.94, 0.58, 5.67], [0.63, 1.37, 4.79], [2.24, 2.10, 4.80], [-1.03, 0.96, 3.29], [-2.16, 2.79, 3.39], [-2.49, 5.17, 2.83], [-1.29, 6.10, 0.84], [0.11, 4.70, -0.55], [4.42, 4.18, -1.29], [3.87, 4.29, -3.69], [1.72, 3.43, -4.49], [-0.71, 1.58, -2.44], [-0.96, 4.34, -3.68], [-1.49, 3.88, -2.06], [-2.28, 3.18, -3.48], [-0.07, 2.57, -5.26], [-1.18, 1.30, -4.76], [0.59, 1.07, -4.59], [2.25, 2.58, 1.27], [3.58, 5.29, 0.85], [3.10, 4.60, 2.41], [1.87, 5.03, 1.21], [5.14, 3.31, 0.55], [4.52, 1.66, 0.57], [4.58, 2.61, 2.06], [-0.44, -2.18, -4.47], [0.49, -2.39, -3.53], [1.74, -1.25, -3.31], [0.45, -3.52, -2.82], [-0.56, -4.52, -2.81], [-1.91, -4.22, -2.77], [-2.84, -5.25, -2.71], [-2.43, -6.57, -2.68], [-1.07, -6.87, -2.68], [-0.14, -5.85, -2.76], [-0.36, -1.35, -5.03], [-1.16, -2.86, -4.67], [1.15, -3.64, -2.08], [-2.24, -3.19, -2.75], [-3.90, -5.01, -2.69], [-3.16, -7.37, -2.63], [-0.74, -7.89, -2.64], [0.92, -6.07, -2.75]],
  "e_tot_ev": -97508.60552,
  "homo_ev": -7.10,
  "total_charge": 0,
  "spin_multiplicity": 1,
  "mol_weight_g_mol": 916.912
}